[1]
Density functional theory data (ωB97M-V/def2-TZVPD) for a molecular structure, C19H41BaNO14S4.

XYZ file:
```
80
Properties=species:S:1:pos:R:3:forces:R:3
Ba 3.510 5.332 20.270 0.9 -0.5 2.3
O 5.402 3.252 22.926 -0.9 0.5 1.0
C 4.857 3.281 24.248 -0.7 1.0 -1.7
C 4.482 4.685 24.909 0.3 1.6 -1.7
O 3.672 5.656 24.200 0.5 -1.8 0.0
H 5.458 2.711 24.956 0.8 0.3 0.3
H 3.912 2.744 24.324 -0.7 -0.4 -0.5
H 5.417 5.201 25.130 0.8 0.1 -0.2
H 4.112 4.495 25.916 -0.8 -0.5 0.2
O -0.603 5.664 21.465 -1.6 0.8 1.1
S -1.835 6.123 22.127 0.3 -0.9 0.8
O -2.787 6.905 21.360 1.1 -1.1 1.3
O -2.629 4.797 22.738 -0.3 1.9 -1.4
C -1.867 3.786 23.322 1.5 -2.2 1.3
C -2.182 3.427 24.799 0.1 0.2 -0.8
C -1.492 6.868 23.802 0.0 0.6 -1.3
H -0.795 3.922 23.179 0.1 0.6 0.2
H -1.987 2.834 22.805 -0.6 0.2 -0.6
H -3.227 3.129 24.878 -0.1 0.4 0.2
H -1.876 4.174 25.531 -0.3 0.1 -0.1
H -1.620 2.523 25.033 0.2 0.0 -0.1
H -2.413 6.897 24.384 0.0 -0.4 -0.3
H -1.209 7.908 23.640 0.2 -0.1 -0.2
H -0.673 6.353 24.304 -0.1 -0.2 -0.2
O 2.817 11.599 22.109 3.5 -1.4 -1.1
S 4.185 11.104 21.772 -0.3 0.4 -0.5
O 4.428 9.940 20.854 -0.8 2.7 2.6
O 4.983 12.415 21.092 -1.6 -1.3 0.7
C 6.196 12.188 20.379 0.4 -0.4 -1.3
C 7.062 13.389 20.563 0.9 0.0 1.2
C 5.182 11.008 23.408 -0.9 -0.4 -1.2
H 6.108 12.106 19.295 -1.2 -0.2 -0.1
H 6.623 11.221 20.643 0.3 0.2 0.5
H 8.035 13.244 20.094 0.0 -0.1 -0.1
H 7.236 13.460 21.637 0.2 0.5 0.1
H 6.652 14.327 20.189 -0.3 -0.2 0.0
H 6.160 10.577 23.197 -0.1 0.3 -0.2
H 4.669 10.350 24.110 -0.2 -0.1 -0.3
H 5.215 12.015 23.824 0.0 0.0 -0.4
O 1.503 9.525 14.943 0.2 0.4 2.7
S 1.793 9.679 16.377 1.4 -1.4 0.7
O 2.532 8.594 17.109 -1.7 2.9 -1.9
O 2.694 11.101 16.565 -1.3 -2.2 0.6
C 2.392 12.156 15.658 0.5 1.0 -1.4
C 3.267 13.369 15.965 0.4 -0.6 0.3
C 0.278 10.073 17.408 1.1 -0.3 -1.0
H 1.346 12.464 15.656 -0.2 -0.4 0.2
H 2.672 11.830 14.656 -0.3 -0.2 -0.1
H 2.877 13.931 16.813 0.3 0.0 0.0
H 3.429 14.025 15.110 -0.6 0.0 -0.1
H 4.274 12.993 16.145 0.0 0.0 0.5
H 0.618 10.251 18.428 0.2 0.6 -0.3
H -0.412 9.234 17.492 0.3 -0.2 -0.6
H -0.168 10.890 16.840 -0.1 0.2 0.6
O 9.697 7.902 20.114 -0.2 -2.4 -0.3
S 9.222 6.539 20.335 -0.6 -0.1 1.7
O 7.872 6.167 19.890 2.1 0.3 0.2
O 10.346 5.430 19.793 -0.3 2.8 0.7
C 10.034 4.071 19.737 -1.0 -2.6 -0.8
C 11.284 3.157 19.892 -0.2 2.0 -0.4
C 9.338 6.165 22.175 -0.6 -0.1 -2.1
H 9.477 3.911 18.815 0.4 -0.2 -0.5
H 9.290 3.704 20.444 0.0 0.6 0.7
H 12.045 3.451 19.170 0.0 -0.1 -0.2
H 11.062 2.100 19.740 -0.2 0.2 0.4
H 11.712 3.434 20.856 0.0 -0.7 0.2
H 10.334 6.450 22.512 -0.3 0.0 0.0
H 9.116 5.098 22.201 0.3 0.0 0.3
H 8.482 6.661 22.634 0.3 0.3 0.1
N 4.951 3.365 16.449 0.2 -0.6 -3.1
C 4.875 3.751 15.089 1.6 -2.9 0.5
C 5.150 2.811 14.019 -0.3 0.9 2.5
C 5.386 1.459 14.346 -0.9 1.4 -1.0
C 5.421 1.066 15.656 0.1 0.7 0.2
C 5.277 2.056 16.647 -1.4 0.6 -0.1
H 4.747 4.792 14.829 -0.3 0.1 0.4
H 5.193 3.141 12.991 -0.2 0.1 0.0
H 5.375 0.753 13.529 0.4 -0.2 0.0
H 5.530 0.007 15.836 0.1 0.1 0.6
H 5.194 1.758 17.681 0.4 -0.1 0.2
```
Forces are in eV/Å.

## Properties
LUMO energy   -1.323 eV
Energy above the lowest of the compared OMol25 structures with the same formula, charge and spin   11.258 eV
HOMO   -4.9111 eV

=====

[2]
Density functional theory data (ωB97M-V/def2-TZVPD) for 6 unconnected molecules or ions with the total composition C19H41F9O8S6.

XYZ file:
```
83
Properties=species:S:1:pos:R:3:forces:R:3
O 2.476 -4.217 4.606 -0.1 7.2 -6.0
C 2.446 -3.265 3.668 0.2 -4.5 2.9
O 2.682 -3.679 2.245 -2.2 2.0 2.6
C 1.822 -2.785 1.412 1.1 1.7 1.4
C 1.986 -1.428 2.364 2.5 1.6 -2.4
C 1.162 -0.075 1.981 0.4 0.4 0.7
C -0.284 0.140 2.686 -1.0 0.6 -0.8
C -1.091 -1.200 3.157 -0.2 -0.6 1.6
C -1.975 -1.946 2.007 0.3 0.1 -0.7
C -3.403 -2.588 2.485 -1.6 2.9 -1.8
F -4.126 -1.766 3.527 2.4 -3.0 -2.9
F -4.296 -2.413 1.268 2.2 -0.9 3.4
C -3.420 -4.190 2.757 -4.2 -0.3 -4.2
F -4.850 -4.596 2.983 4.9 1.3 -0.9
F -3.038 -4.848 1.452 -0.9 2.3 4.3
S -2.354 -4.875 4.095 0.9 -4.0 4.2
F -2.469 -6.434 3.320 0.2 3.2 1.6
F -0.874 -4.607 3.284 -3.2 0.0 1.5
F -2.279 -3.446 5.017 0.1 -2.6 -2.5
F -3.800 -5.292 4.986 3.3 0.9 -1.5
F -1.468 -5.653 5.339 -1.6 1.7 -2.6
O 2.187 -1.792 3.799 -0.6 -4.8 -2.3
H 0.750 -3.215 1.227 2.1 0.7 0.5
H 2.418 -2.497 0.446 -1.4 -1.0 1.7
H 3.103 -1.118 2.076 -2.3 -0.7 0.3
H 1.112 -0.002 0.798 -0.1 -0.5 2.5
H 1.850 0.844 2.310 -1.4 -2.0 -0.7
H -0.981 0.685 1.883 1.6 -1.1 1.7
H -0.193 0.925 3.578 -0.1 -2.1 -1.7
H -0.402 -2.042 3.650 -1.2 2.1 -1.1
H -1.802 -0.853 4.051 1.4 -0.8 -2.1
H -2.194 -1.172 1.134 0.1 -1.7 2.0
H -1.377 -2.839 1.489 -1.4 1.9 1.2
C -0.343 2.935 -2.302 -0.1 0.0 -0.1
S 0.369 2.051 -0.893 0.0 0.4 -0.2
O -0.728 1.241 -0.268 0.0 0.2 -0.2
C 0.623 3.513 0.141 -0.1 0.1 0.2
H -0.616 2.204 -3.067 0.1 -0.1 0.2
H -1.235 3.481 -1.989 0.1 0.0 0.2
H 0.397 3.627 -2.711 0.1 -0.2 0.1
H -0.329 4.024 0.306 0.0 -0.1 -0.1
H 1.331 4.187 -0.345 0.0 -0.2 -0.1
H 1.032 3.192 1.103 0.0 -0.1 -0.2
C 4.462 6.020 -3.313 -0.2 0.0 0.0
S 4.225 4.264 -2.949 -0.1 0.2 0.0
O 2.756 4.043 -2.732 0.3 0.2 0.1
C 5.016 4.296 -1.324 -0.1 -0.1 0.2
H 4.004 6.239 -4.280 0.1 -0.2 0.0
H 3.985 6.630 -2.541 0.0 -0.1 0.0
H 5.530 6.243 -3.360 -0.1 -0.1 0.0
H 4.505 5.011 -0.673 0.0 0.0 -0.1
H 6.067 4.574 -1.434 -0.1 0.0 -0.1
H 4.951 3.297 -0.885 0.0 0.1 -0.2
C 2.693 4.849 -8.573 0.1 -0.1 0.0
S 2.473 6.283 -7.493 0.3 0.0 0.2
O 3.747 6.465 -6.720 -0.5 -0.2 -0.2
C 1.272 5.507 -6.386 0.0 -0.1 0.1
H 3.442 5.096 -9.330 -0.1 0.1 0.2
H 3.038 3.991 -7.991 0.0 0.1 0.0
H 1.747 4.613 -9.065 0.0 0.1 0.1
H 1.703 4.609 -5.937 0.0 0.1 0.0
H 0.371 5.250 -6.948 0.1 0.1 0.0
H 1.015 6.218 -5.597 0.1 0.0 -0.2
C -5.433 5.236 -1.590 0.0 0.1 -0.1
S -4.273 4.254 -0.608 0.3 0.0 -0.1
O -2.896 4.792 -0.867 -0.5 -0.2 -0.1
C -4.452 2.732 -1.567 0.1 -0.1 -0.1
H -5.454 6.252 -1.188 0.1 -0.2 0.0
H -5.109 5.266 -2.632 0.1 0.0 0.1
H -6.432 4.799 -1.519 0.1 0.0 0.1
H -4.187 2.914 -2.611 0.0 0.1 0.1
H -5.482 2.375 -1.497 0.1 0.1 0.1
H -3.780 1.977 -1.150 0.0 0.2 0.0
C -0.365 -8.467 2.237 0.0 0.0 0.0
S 1.237 -9.103 2.787 0.1 -0.4 -0.3
O 1.584 -10.270 1.909 -0.3 0.5 0.5
C 0.649 -9.765 4.363 -0.1 -0.1 0.1
H -0.243 -8.035 1.241 0.1 -0.1 0.1
H -1.095 -9.279 2.193 0.1 0.0 0.0
H -0.707 -7.692 2.927 0.2 -0.2 -0.1
H -0.143 -10.498 4.190 0.1 0.1 -0.1
H 0.275 -8.949 4.986 0.1 0.0 -0.1
H 1.487 -10.251 4.871 -0.1 0.1 -0.2
```
Forces are in eV/Å.

## Properties
LUMO energy   -2.434 eV
HOMO   -8.5571 eV

=====

[3]
Density functional theory data (ωB97M-V/def2-TZVPD) for 3 unconnected molecules or ions with the total composition C19H41N2O6.

XYZ file:
```
68
Properties=species:S:1:pos:R:3:forces:R:3
C -6.441 1.174 -2.464 0.2 0.3 0.0
C -4.937 1.514 -2.554 -0.2 0.1 -0.6
C -4.682 2.132 -3.936 -0.2 -0.4 0.1
C -4.062 0.250 -2.425 -0.2 0.1 0.2
C -3.518 -0.107 -1.026 -0.3 -0.4 0.1
O -2.107 0.104 -0.950 -0.1 0.3 0.1
C -3.788 -1.621 -0.792 0.5 0.1 -0.2
C -3.066 -2.162 0.407 -0.3 -0.2 0.4
N -3.616 -2.466 1.511 0.1 0.0 -0.1
C -4.119 0.679 0.145 0.0 0.1 0.0
C -4.656 2.113 -0.105 0.0 0.3 0.6
C -3.828 3.105 0.721 -0.1 -0.3 0.1
C -6.104 2.203 0.399 0.1 -0.2 -0.1
N -4.553 2.510 -1.532 0.5 -0.5 0.1
O -3.540 3.224 -1.841 0.0 0.2 0.0
H -6.981 1.979 -1.974 -0.1 0.0 0.0
H -6.626 0.239 -1.937 -0.1 0.0 0.1
H -6.852 1.100 -3.468 0.0 -0.2 0.0
H -5.042 1.421 -4.682 0.0 0.0 0.0
H -5.249 3.054 -4.045 0.1 0.1 0.0
H -3.627 2.297 -4.118 0.0 0.3 0.1
H -4.659 -0.591 -2.776 0.0 0.0 -0.2
H -3.225 0.354 -3.117 0.1 -0.1 0.1
H -1.738 -0.028 -1.822 0.2 -0.1 -0.3
H -3.443 -2.152 -1.685 0.0 -0.1 0.0
H -4.858 -1.812 -0.692 -0.1 0.1 0.0
H -1.991 -2.314 0.349 0.1 0.2 -0.2
H -4.623 -2.299 1.457 -0.1 0.0 0.1
H -4.904 0.083 0.610 -0.1 0.0 -0.1
H -3.326 0.751 0.888 0.0 -0.1 0.0
H -2.766 2.993 0.525 0.0 0.2 -0.2
H -4.147 4.128 0.545 0.1 0.1 -0.1
H -3.992 2.865 1.773 0.0 0.0 0.0
H -6.542 3.172 0.172 0.0 0.1 0.0
H -6.728 1.413 -0.012 -0.1 0.1 0.0
H -6.092 2.061 1.479 0.0 0.1 0.1
C 3.733 -2.212 1.360 0.0 0.0 0.0
O 3.273 -0.878 1.498 0.0 -0.1 0.0
C 2.424 -0.459 0.443 0.1 0.1 0.1
C 0.965 -0.499 0.839 -0.1 0.0 -0.2
O 0.518 -1.824 1.073 0.0 0.0 0.0
C 0.424 -2.155 2.448 0.0 0.0 0.0
H 4.214 -2.493 2.294 0.0 0.0 0.0
H 2.908 -2.900 1.159 0.0 0.0 0.0
H 4.471 -2.282 0.555 0.0 0.0 0.0
H 2.586 -1.076 -0.447 0.0 0.0 0.0
H 2.693 0.573 0.193 0.0 0.0 0.0
H 0.362 -0.088 0.023 0.0 0.0 0.0
H 0.800 0.123 1.723 0.0 0.0 0.0
H -0.423 -1.639 2.912 0.0 0.0 0.0
H 1.342 -1.904 2.984 0.0 0.0 0.0
H 0.255 -3.228 2.514 0.0 0.0 0.0
C 9.974 -0.298 1.603 0.0 0.0 0.0
O 9.351 0.045 0.379 0.0 0.0 0.1
C 8.686 -1.042 -0.242 0.1 0.1 -0.1
C 7.192 -0.996 -0.010 -0.1 -0.1 0.1
O 6.861 -1.185 1.354 0.1 0.1 0.0
C 6.543 0.021 2.030 0.0 0.0 0.0
H 10.289 0.629 2.078 0.0 0.0 0.0
H 9.287 -0.824 2.270 0.0 0.0 0.0
H 10.856 -0.923 1.428 0.0 0.0 0.0
H 9.088 -1.995 0.117 0.0 0.0 0.0
H 8.880 -0.976 -1.317 0.0 0.0 0.0
H 6.725 -1.807 -0.580 0.0 0.0 0.0
H 6.785 -0.048 -0.376 0.0 0.0 0.0
H 5.566 0.395 1.710 0.0 0.0 0.0
H 7.305 0.786 1.864 0.0 0.0 0.0
H 6.495 -0.207 3.093 0.0 0.0 0.0
```
Forces are in eV/Å.

## Properties
LUMO energy (spin up / spin down)   0.538 / 0.503 eV
2S+1   2
HOMO (spin up / spin down)   -8.2334 / -9.0579 eV

=====

| no. | maximum force (eV Å⁻¹) | total energy (eV) |
| --- | --- | --- |
| 1 | 4.0 | -94546.0643 |
| 2 | 9.4 | -126203.3027 |
| 3 | 0.7 | -35628.2337 |